[1]
Computed, not measured: one molecule with the formula C5H13NS at a distorted geometry, with ωB97M-V with the def2-TZVPD basis set.

ORCA input file:
```
! wB97M-V def2-TZVPD RIJCOSX def2/J DEFGRID3
* xyz 0 1
C 3.34 -0.12 0.25
S 1.75 0.58 0.86
C 0.69 -0.88 0.66
C -0.42 -0.66 -0.43
C -1.30 0.55 -0.11
C -2.13 0.85 -1.37
N -2.13 0.26 1.08
H 3.39 -1.20 0.33
H 3.55 0.15 -0.78
H 4.11 0.32 0.90
H 0.23 -1.01 1.64
H 1.27 -1.76 0.45
H 0.06 -0.77 -1.40
H -1.09 -1.53 -0.35
H -0.61 1.38 0.10
H -1.35 1.15 -2.08
H -2.55 -0.10 -1.68
H -2.89 1.63 -1.35
H -1.45 0.04 1.81
H -2.48 1.12 1.48
*
```

- calculated total energy (a.u.) = -651.2269
- lowest unoccupied orbital energy (eV) = 0.94
- SMILES = CSCC[C@@H](C)N
- energy relative to the best compared isomer or geometry (same formula, charge and spin) (eV) = 0.464

Results of the Mulliken charge analysis, in e, for atoms 1 through 6: C -0.7886; S -0.0686; C -0.8200; C -0.8370; C 0.4810; C -1.3118


[2]
Computed, not measured: one molecule with the formula C5H13NS at a distorted geometry, with ωB97M-V with the def2-TZVPD basis set.

ORCA input file:
```
! wB97M-V def2-TZVPD RIJCOSX def2/J DEFGRID3
* xyz 0 1
C -0.02 1.29 -2.66
C -0.46 0.37 -1.52
N 0.54 0.35 -0.47
C 0.35 -0.57 0.61
C 1.64 -0.67 1.48
C -0.88 -0.26 1.49
S -1.55 -1.85 2.12
H -0.16 2.35 -2.41
H 1.04 1.13 -2.89
H -0.63 1.11 -3.54
H -0.50 -0.65 -1.94
H -1.44 0.64 -1.14
H 0.92 1.25 -0.22
H 0.14 -1.55 0.16
H 2.05 -1.67 1.35
H 2.39 -0.06 0.97
H 1.42 -0.45 2.52
H -0.58 0.29 2.38
H -1.71 0.21 0.97
H -2.58 -1.27 2.75
*
```

- calculated total energy (a.u.) = -651.2246
- lowest unoccupied orbital energy (eV) = 0.97
- SMILES = CCN[C@@H](C)CS
- energy relative to the best compared isomer or geometry (same formula, charge and spin) (eV) = 0.527

Results of the Mulliken charge analysis, in e, for atoms 1 through 6: C -1.3143; C -0.2294; N -0.3395; C -0.0197; C -1.1743; C -0.6101


[3]
Computed, not measured: a 3-piece molecular cluster, C5H13NS overall at a distorted geometry, with ωB97M-V with the def2-TZVPD basis set.

ORCA input file:
```
! wB97M-V def2-TZVPD RIJCOSX def2/J DEFGRID3
* xyz 0 1
C -0.54 1.52 -2.73
C 0.45 2.31 -1.83
C 0.53 1.88 -0.45
S -0.72 1.27 0.38
H -0.21 0.48 -2.83
H -1.51 1.61 -2.30
H -0.49 1.97 -3.73
H 0.29 3.47 -1.90
H 1.47 2.24 -2.29
H 1.62 1.71 -0.15
C 2.08 -2.47 1.77
C 1.23 -2.74 0.76
H 1.73 -1.84 2.57
H 3.15 -2.80 1.87
H 1.36 -3.38 -0.14
H 0.13 -2.61 0.80
N -1.33 -1.43 2.68
H -1.13 -2.03 3.53
H -1.43 -0.51 3.05
H -0.57 -1.45 1.93
*
```

- calculated total energy (a.u.) = -651.1481
- lowest unoccupied orbital energy (eV) = -0.27
- SMILES = CCC=S.C=C.N
- energy relative to the best compared isomer or geometry (same formula, charge and spin) (eV) = 2.607

Results of the Mulliken charge analysis, in e, for atoms 1 through 6: C -1.1058; C -0.2792; C -0.1634; S -0.2438; H 0.2990; H 0.3758


[4]
Computed, not measured: a 2-piece molecular cluster, C5H13NS overall at a distorted geometry, with ωB97M-V with the def2-TZVPD basis set.

ORCA input file:
```
! wB97M-V def2-TZVPD RIJCOSX def2/J DEFGRID3
* xyz 0 1
C -0.16 1.34 -0.39
C -1.57 0.76 -0.26
C -1.86 -0.03 1.03
S -0.48 -0.02 2.24
C 1.00 0.30 -0.49
N 0.56 -1.09 -0.52
C 1.71 -2.00 -0.56
H -0.13 2.06 -1.21
H 0.06 1.94 0.53
H -2.29 1.64 -0.26
H -1.82 0.13 -1.10
H -2.10 -1.08 0.84
H -2.74 0.40 1.53
H 0.38 2.54 1.05
H 1.66 0.48 0.34
H 1.63 0.54 -1.41
H 0.04 -1.20 0.40
H 2.48 -1.77 0.27
H 1.39 -3.02 -0.45
H 2.26 -1.92 -1.57
*
```

- calculated total energy (a.u.) = -651.0134
- lowest unoccupied orbital energy (eV) = -2.38
- energy relative to the best compared isomer or geometry (same formula, charge and spin) (eV) = 6.275

Results of the Mulliken charge analysis, in e, for atoms 1 through 6: C -0.3616; C -0.3844; C -0.8980; S -0.3620; C -0.4614; N -0.3146


[5]
Computed, not measured: one molecule with the formula C5H13NS at a distorted geometry, with ωB97M-V with the def2-TZVPD basis set.

ORCA input file:
```
! wB97M-V def2-TZVPD RIJCOSX def2/J DEFGRID3
* xyz 0 1
C -0.22 1.84 1.52
N 0.60 1.18 0.50
C 1.71 0.51 1.16
C -0.29 0.18 -0.11
C 0.38 -0.80 -1.07
C -0.70 -1.73 -1.70
S -2.21 -0.95 -2.32
H -0.58 1.12 2.26
H -1.03 2.39 1.03
H 0.36 2.60 2.05
H 2.30 -0.02 0.42
H 1.34 -0.21 1.90
H 2.42 1.23 1.58
H -0.98 0.78 -0.69
H -0.71 -0.51 0.64
H 1.08 -1.47 -0.59
H 0.86 -0.26 -1.89
H -0.96 -2.38 -0.86
H -0.28 -2.34 -2.48
H -3.11 -1.14 -1.35
*
```

- calculated total energy (a.u.) = -651.2102
- lowest unoccupied orbital energy (eV) = 0.89
- SMILES = CN(C)CCCS
- energy relative to the best compared isomer or geometry (same formula, charge and spin) (eV) = 0.919

Results of the Mulliken charge analysis, in e, for atoms 1 through 6: C -1.0121; N -0.2128; C -0.9636; C -0.4930; C -0.6091; C -0.8651


[6]
Computed, not measured: one molecule with the formula C5H13NS2 at a distorted geometry, with ωB97M-V with the def2-TZVPD basis set.

ORCA input file:
```
! wB97M-V def2-TZVPD RIJCOSX def2/J DEFGRID3
* xyz 0 1
C -0.21 2.73 -0.02
C 1.27 2.69 0.50
C 2.12 1.44 0.33
S 1.71 0.26 -1.06
S 1.14 -1.50 -0.37
C -0.68 -1.45 -0.02
C -1.48 -2.50 -0.74
N -1.75 -3.60 0.21
H -0.69 3.69 -0.10
H -0.75 2.28 0.82
H -0.15 2.46 -1.13
H 1.39 2.95 1.65
H 1.74 3.58 -0.06
H 3.21 1.61 0.05
H 2.32 0.82 1.22
H -0.92 -1.64 1.06
H -1.05 -0.42 -0.16
H -2.54 -2.16 -0.92
H -1.03 -2.90 -1.67
H -2.68 -4.08 0.01
H -0.98 -4.24 0.40
*
```

- calculated total energy (a.u.) = -1049.3728
- lowest unoccupied orbital energy (eV) = 0.84
- SMILES = CCCSSCCN
- energy relative to the best compared isomer or geometry (same formula, charge and spin) (eV) = 1.742

Results of the Mulliken charge analysis, in e, for atoms 1 through 6: C -1.0350; C -0.3336; C -0.6273; S -0.0926; S -0.1212; C -0.4802


[7]
Computed, not measured: C5H13NS2 as an isolated structure at a distorted geometry, with ωB97M-V with the def2-TZVPD basis set.

ORCA input file:
```
! wB97M-V def2-TZVPD RIJCOSX def2/J DEFGRID3
* xyz 0 1
S -2.61 -0.66 0.99
S 2.48 -0.47 0.36
C 1.53 -0.72 -1.10
C 0.03 -0.47 -0.82
C -0.80 -0.63 -2.11
N -0.20 0.89 -0.40
C 0.48 1.36 0.77
C 0.16 0.79 2.14
H -2.02 -1.42 1.96
H 1.90 -0.08 -1.90
H 1.59 -1.80 -1.26
H -0.26 -1.20 -0.06
H -1.82 -0.49 -1.74
H -0.68 0.25 -2.72
H -0.72 -1.61 -2.57
H -1.22 1.02 -0.23
H 1.56 1.00 0.63
H 0.46 2.45 0.71
H 0.86 1.20 2.86
H 0.18 -0.31 2.12
H -0.92 0.90 2.36
*
```

- calculated total energy (a.u.) = -1049.2486
- lowest unoccupied orbital energy (eV) = -3.61
- energy relative to the best compared isomer or geometry (same formula, charge and spin) (eV) = 5.122

Results of the Mulliken charge analysis, in e, for atoms 1 through 6: S -0.4629; S -0.1395; C -0.6858; C 0.4302; C -1.4480; N -0.3055


[8]
Computed, not measured: a 2-piece molecular cluster, C5H13O overall at a distorted geometry, with ωB97M-V with the def2-TZVPD basis set.

ORCA input file:
```
! wB97M-V def2-TZVPD RIJCOSX def2/J DEFGRID3
* xyz 1 3
C -1.20 1.04 -0.79
C -1.75 -1.01 0.46
C 1.41 -0.72 -0.98
C 1.72 0.51 1.08
C -1.06 0.20 0.41
O 0.91 -0.38 0.36
H -1.75 1.90 -0.49
H -1.76 0.59 -1.63
H -0.30 1.31 -1.15
H -2.07 -1.48 -0.44
H -2.57 -0.90 1.05
H -1.19 -1.68 0.99
H 1.95 0.27 -1.39
H 2.15 -1.47 -0.79
H 0.74 -1.16 -1.81
H 2.71 0.25 1.22
H 1.66 1.52 0.64
H 1.11 0.45 1.94
H -0.73 0.74 1.32
*
```

- calculated total energy (a.u.) = -272.9839
- lowest unoccupied orbital energy (spin up / spin down) (eV) = -3.09 / -9.64
- <S²> = 2.01
- energy relative to the best compared isomer or geometry (same formula, charge and spin) (eV) = 0.407

Results of the Mulliken charge analysis, in e, for atoms 1 through 6: C -1.3724; C -1.6148; C -0.6125; C -0.6816; C 0.3584; O -0.0150


[9]
Computed, not measured: a 2-piece molecular cluster, C5H13O2 overall at a distorted geometry, with ωB97M-V with the def2-TZVPD basis set.

ORCA input file:
```
! wB97M-V def2-TZVPD RIJCOSX def2/J DEFGRID3
* xyz -1 1
C -1.06 0.64 1.11
O -0.13 1.46 1.58
C -0.59 -0.56 0.21
C -0.21 -0.13 -1.21
C 0.56 -1.17 -2.01
C 0.57 1.17 -1.15
H -1.68 0.05 1.87
H -1.97 1.02 0.54
H -1.31 -1.34 0.22
H 0.31 -0.99 0.70
H -1.15 0.07 -1.64
H 1.42 -1.54 -1.45
H -0.07 -2.04 -2.14
H 0.72 -0.82 -3.03
H 1.46 1.13 -0.53
H 0.03 1.98 -0.75
H 0.91 1.51 -2.14
H 0.43 0.44 3.62
H 0.94 -0.45 2.62
O 0.82 -0.44 3.58
*
```

- calculated total energy (a.u.) = -348.7721
- lowest unoccupied orbital energy (eV) = 3.98
- energy relative to the best compared isomer or geometry (same formula, charge and spin) (eV) = 0.757

Results of the Mulliken charge analysis, in e, for atoms 1 through 6: C -0.7391; O -0.8416; C -0.7028; C 0.7876; C -1.5627; C -1.5175


[10]
Computed, not measured: a 2-piece molecular cluster, C5H13O2 overall at a distorted geometry, with ωB97M-V with the def2-TZVPD basis set.

ORCA input file:
```
! wB97M-V def2-TZVPD RIJCOSX def2/J DEFGRID3
* xyz -2 2
C 0.63 -1.12 -1.74
O -0.47 -0.52 -2.26
C 1.35 -0.38 -0.50
C 0.39 -0.40 0.71
C 0.96 0.33 1.93
C 0.02 0.66 3.07
H 1.47 -1.21 -2.47
H 0.45 -2.15 -1.37
H 2.22 -1.01 -0.35
H 1.19 0.66 -0.91
H -0.66 -0.24 0.45
H 0.42 -1.44 1.02
H 1.75 -0.32 2.31
H 1.59 1.18 1.61
H 0.39 1.27 3.91
H -0.92 1.14 2.78
H -0.42 -0.27 3.46
H -2.54 1.38 -2.20
H -1.66 0.73 -1.25
O -2.48 1.27 -1.24
*
```

- calculated total energy (a.u.) = -348.6045
- lowest unoccupied orbital energy (spin up / spin down) (eV) = 6.65 / 6.57
- <S²> = 0.75
- energy relative to the best compared isomer or geometry (same formula, charge and spin) (eV) = 1.009

Results of the Mulliken charge analysis, in e, for atoms 1 through 6: C -0.6894; O -0.8804; C -0.7101; C -0.9758; C -0.7764; C -3.9418


[11]
Computed, not measured: C5H13O2V as an isolated structure at a distorted geometry, with ωB97M-V with the def2-TZVPD basis set.

ORCA input file:
```
! wB97M-V def2-TZVPD RIJCOSX def2/J DEFGRID3
* xyz 1 4
H 3.18 -0.51 2.17
C 2.67 0.42 2.49
C 1.21 0.11 2.80
H 2.75 1.27 1.80
H 3.15 0.73 3.45
H 1.10 0.37 3.86
H 0.27 0.61 2.54
O 0.09 -0.08 0.30
C -0.39 0.96 -0.50
C -0.81 0.44 -1.87
O -1.61 -0.75 -1.66
C -2.23 -1.25 -2.83
H 0.38 1.73 -0.66
H -1.26 1.45 -0.02
H 0.06 0.15 -2.47
H -1.42 1.18 -2.41
H -2.75 -2.18 -2.56
H -2.95 -0.52 -3.21
H -1.47 -1.47 -3.60
H 0.91 -1.02 2.46
V -0.88 -1.63 -0.09
*
```

- calculated total energy (a.u.) = -1292.4211
- lowest unoccupied orbital energy (spin up / spin down) (eV) = -5.05 / -5.17
- <S²> = 3.77

Results of the Mulliken charge analysis, in e, for atoms 1 through 6: H 0.2621; C -0.8307; C -0.4643; H 0.2213; H 0.3353; H 0.3078


[12]
Computed, not measured: an isolated ion of composition C5H13OS and charge +1 at a distorted geometry, with ωB97M-V with the def2-TZVPD basis set.

ORCA input file:
```
! wB97M-V def2-TZVPD RIJCOSX def2/J DEFGRID3
* xyz 1 1
C 2.18 1.23 0.60
C -2.46 0.20 -1.08
C -1.06 -1.32 0.89
C 1.80 -0.24 0.23
C 0.62 -0.08 -0.82
O -1.03 1.38 0.94
S -1.09 0.26 0.07
H 1.28 1.58 1.12
H 3.06 1.26 1.15
H 2.49 1.82 -0.20
H -3.24 -0.01 -0.41
H -2.36 -0.55 -1.78
H -2.57 1.14 -1.52
H -0.28 -1.85 0.25
H -2.07 -1.89 0.90
H -0.80 -1.09 1.90
H 2.56 -0.74 -0.43
H 1.50 -0.85 1.11
H 0.48 -1.02 -1.50
H 0.99 0.79 -1.41
*
```

- calculated total energy (a.u.) = -671.3791
- lowest unoccupied orbital energy (eV) = -3.05
- energy relative to the best compared isomer or geometry (same formula, charge and spin) (eV) = 1.371

Results of the Mulliken charge analysis, in e, for atoms 1 through 6: C -1.2423; C -1.1174; C -0.9423; C -0.1819; C -1.0932; O -0.5933


Which of these has the lowest calculated total energy? C5H13O2V


What did the tenth record say?
Computed, not measured: a 2-piece molecular cluster, C5H13O2 overall at a distorted geometry, with ωB97M-V with the def2-TZVPD basis set.

ORCA input file:
```
! wB97M-V def2-TZVPD RIJCOSX def2/J DEFGRID3
* xyz -2 2
C 0.63 -1.12 -1.74
O -0.47 -0.52 -2.26
C 1.35 -0.38 -0.50
C 0.39 -0.40 0.71
C 0.96 0.33 1.93
C 0.02 0.66 3.07
H 1.47 -1.21 -2.47
H 0.45 -2.15 -1.37
H 2.22 -1.01 -0.35
H 1.19 0.66 -0.91
H -0.66 -0.24 0.45
H 0.42 -1.44 1.02
H 1.75 -0.32 2.31
H 1.59 1.18 1.61
H 0.39 1.27 3.91
H -0.92 1.14 2.78
H -0.42 -0.27 3.46
H -2.54 1.38 -2.20
H -1.66 0.73 -1.25
O -2.48 1.27 -1.24
*
```

- calculated total energy (a.u.) = -348.6045
- lowest unoccupied orbital energy (spin up / spin down) (eV) = 6.65 / 6.57
- <S²> = 0.75
- energy relative to the best compared isomer or geometry (same formula, charge and spin) (eV) = 1.009

Results of the Mulliken charge analysis, in e, for atoms 1 through 6: C -0.6894; O -0.8804; C -0.7101; C -0.9758; C -0.7764; C -3.9418